The following is a DFT calculation (the ωB97M-V functional and the def2-TZVPD basis) of a molecular structure, C22H18AlCl6N6 at a distorted geometry.

```
53
C22H18AlCl6N6 the ωB97M-V functional and the def2-TZVPD basis
Al 0.0658 -0.0004 -0.4143
C -0.8333 -1.1518 2.0427
N 0.1904 -0.1719 1.6315
C -0.0276 1.1549 2.2299
C 0.3503 2.2262 1.2481
C 0.5088 3.5467 1.6361
C 0.7627 4.5116 0.6720
C 0.8557 4.1203 -0.6606
C 0.7012 2.7862 -0.9731
N 0.4556 1.8482 -0.0407
C 1.5421 -0.6257 1.9950
C 2.1637 -1.4144 0.8843
C 3.3094 -2.1627 1.1058
C 3.9313 -2.7893 0.0371
C 3.3475 -2.6727 -1.2212
C 2.1946 -1.9297 -1.3645
N 1.6070 -1.2802 -0.3359
C -1.9316 -1.2857 1.0184
C -3.1387 -1.9073 1.3074
C -4.0998 -2.0281 0.3131
C -3.8322 -1.5062 -0.9487
C -2.6100 -0.9095 -1.1677
N -1.6657 -0.8170 -0.2133
H -1.2555 -0.8836 3.0158
H -0.3721 -2.1394 2.1525
H 0.5316 1.2715 3.1666
H -1.0815 1.3039 2.4809
H 0.4174 3.8201 2.6753
H 0.8897 5.5459 0.9537
H 1.0473 4.8433 -1.4386
H 0.7765 2.4322 -1.9926
H 1.5419 -1.1921 2.9326
H 2.1941 0.2407 2.1547
H 3.7149 -2.2309 2.1035
H 4.8459 -3.3423 0.1799
H 3.7932 -3.1487 -2.0784
H 1.7299 -1.8389 -2.3337
H -3.3350 -2.3017 2.2929
H -5.0431 -2.5133 0.5164
H -4.5644 -1.5719 -1.7406
H -2.3697 -0.4795 -2.1290
Cl -2.3913 3.2805 3.5185
C -3.6366 3.1264 2.2209
Cl -4.9376 2.0358 2.8009
Cl -4.2606 4.7256 1.7630
C -2.9535 2.4395 1.1635
N -2.3471 1.8179 0.4143
Cl -0.8102 -0.0209 -5.9607
C 0.1589 -0.8964 -4.7497
Cl -0.5356 -2.5452 -4.3977
Cl 1.8930 -1.0322 -5.2144
C 0.1111 -0.3152 -3.4554
N 0.0774 0.0629 -2.3608
```

Total charge ... +3
Orbital gap ... 9.38 eV
2S+1 ... 1
HOMO level ... -18.5107 eV
Electronic energy ... -4180.46821 a.u.